No. 1
Density functional theory data (ωB97M-V/def2-TZVPD) for C3H4O2 in the gas phase in a non-equilibrium geometry.

Values from the calculation:
* gap between HOMO and LUMO: 0.4084 hartree
* maximum force: 0.022 Eh/bohr

```
9
Properties=species:S:1:pos:R:3:forces:R:3
O 0.3255 -0.7541 -1.8250 0.0 -0.2 0.3
C 0.1678 -0.4186 -0.6888 0.3 -0.5 -0.6
C -1.0543 -0.2123 0.1721 0.0 -0.1 0.1
O -0.3045 0.9197 0.7637 -0.6 -0.1 -0.2
C 0.9673 0.4356 0.2618 0.2 0.0 -0.2
H -1.2722 -0.9236 0.9676 0.3 -0.3 -0.1
H -1.9847 -0.1106 -0.4166 0.4 1.0 0.4
H 1.5938 1.1759 -0.2431 -0.2 0.2 0.2
H 1.5611 -0.1120 1.0083 -0.3 0.1 0.0
```
Forces are in eV/Å.

---

No. 2
Density functional theory data (ωB97M-V/def2-TZVPD) for a molecular structure, CF3InLiNO4S3 in a non-equilibrium geometry.

Values from the calculation:
* gap between HOMO and LUMO (alpha / beta): 0.2037 / 0.2223 hartree
* maximum force: 0.080 Eh/bohr

```
14
Properties=species:S:1:pos:R:3:forces:R:3
In -0.5484 0.5563 1.3685 0.2 3.9 1.4
N -0.2603 -1.3448 1.1412 0.9 -2.5 -0.4
S -0.0642 -1.5950 -0.3093 -0.5 0.6 -2.7
O 0.9979 -0.8966 -1.1008 -1.2 0.0 1.3
C 0.4170 -3.3716 -0.5519 -0.2 -0.1 0.0
F -0.4712 -4.1714 0.0164 0.0 0.0 0.0
F 1.5975 -3.5243 0.0388 -0.1 0.0 -0.1
F 0.5181 -3.6706 -1.8373 0.0 0.1 0.1
Li 0.7003 1.1945 -1.2268 0.5 0.1 -0.1
S 0.4069 3.7292 0.5382 1.7 -2.5 0.5
O 1.3948 2.3429 0.8796 -3.0 1.0 -1.1
S -2.0296 0.5603 -0.9340 2.7 -0.9 -2.8
O -1.0723 1.1738 -2.0100 -1.8 -0.7 2.3
O -1.4264 -1.4451 -1.1773 1.0 1.0 1.5
```
Forces are in eV/Å.